1.
The following is a DFT calculation (ωB97M-V/def2-TZVPD) of a structure of composition C4H7FO2.

* lowest unoccupied orbital energy: 0.8095 eV
* relative energy (zero: lowest compared OMol25 entry of this formula, charge and spin): 3.858 eV

Last column: Löwdin charge in e.
Element x y z (Å)
C1 1.113 -1.176 -0.423  -0.079
C2 0.413 -0.272 0.625  -0.312
C3 -1.193 -0.314 0.411  -0.135
C4 -0.458 1.653 -0.316  -0.206
H1 1.349 -0.577 -1.399  0.141
H2 0.157 -2.202 -0.722  0.206
H3 1.096 -0.527 1.589  0.197
H4 -1.609 -0.197 1.396  0.113
H5 -1.446 -1.299 -0.107  0.119
H6 -0.280 2.154 -1.348  0.153
H7 -0.814 2.508 0.303  0.132
O1 -1.416 0.641 -0.624  -0.090
O2 0.676 1.068 0.333  -0.097
F1 2.411 -1.460 0.282  -0.142


2.
The following is a DFT calculation (ωB97M-V/def2-TZVPD) of the molecule C11H21NSi.

* lowest unoccupied orbital energy: 0.7275 eV
* SMILES string: C=C[C@](C)(C#N)[Si](C)(C)C(C)(C)C
* relative energy (zero: lowest compared OMol25 entry of this formula, charge and spin): 3.176 eV

Last column: Löwdin charge in e.
Element x y z (Å)
C1 1.577 2.760 -0.551  0.022
C2 1.967 1.559 -0.948  -0.138
C3 1.994 0.291 -0.079  -0.429
C4 2.302 0.729 1.480  -0.040
C5 3.153 -0.544 -0.326  -0.283
N1 3.932 -1.376 -0.245  0.184
Si1 0.509 -0.869 -0.182  0.611
C6 0.474 -2.044 1.267  -0.160
C7 0.605 -1.936 -1.725  -0.130
C8 -1.227 0.006 -0.021  -0.599
C9 -1.461 0.766 1.273  -0.089
C10 -1.335 0.990 -1.244  -0.100
C11 -2.428 -0.949 -0.153  -0.101
H1 1.687 3.599 -1.130  0.046
H2 1.410 2.899 0.447  0.035
H3 2.332 1.481 -1.945  0.102
H4 3.129 1.431 1.570  0.090
H5 2.559 -0.228 1.990  0.073
H6 1.419 1.050 2.022  0.064
H7 1.247 -2.800 0.883  0.053
H8 1.044 -1.629 2.124  0.024
H9 -0.532 -2.526 1.552  0.070
H10 1.304 -2.705 -1.390  0.040
H11 -0.361 -2.141 -2.011  -0.002
H12 1.018 -1.408 -2.580  0.041
H13 -1.088 0.243 2.086  0.046
H14 -0.907 1.642 1.185  0.047
H15 -2.547 0.912 1.484  0.101
H16 -0.554 1.799 -1.122  0.051
H17 -2.457 1.279 -1.272  0.109
H18 -1.094 0.495 -2.219  0.077
H19 -3.425 -0.490 0.112  0.107
H20 -2.594 -1.225 -1.156  0.058
H21 -2.198 -1.754 0.422  0.021


3.
The following is a DFT calculation (ωB97M-V/def2-TZVPD) of the molecule C9H12ClNSi.

* <S²>: 2.02
* lowest unoccupied orbital energy (alpha / beta): 0.7493 / -2.3765 eV
* relative energy (zero: lowest compared OMol25 entry of this formula, charge and spin): 2.543 eV
* 2S+1: 3

Last column: Löwdin charge in e.
Element x y z (Å)
C1 0.694 1.782 0.281  -0.150
C2 -0.034 0.693 2.265  -0.006
C3 0.043 -1.714 -1.534  -0.193
C4 0.558 0.339 -0.288  -0.028
C5 0.149 -0.275 -1.405  -0.225
C6 0.639 0.548 1.112  -0.094
C7 -0.393 2.703 0.879  -0.127
C8 -0.405 2.201 2.333  -0.161
C9 -0.064 0.472 -2.671  -0.041
N1 0.279 -2.557 -0.608  -0.154
Si1 0.324 -4.070 0.028  0.157
Cl1 -1.063 -3.508 1.526  0.162
H1 1.637 2.175 0.104  0.102
H2 -0.398 -0.167 2.969  0.142
H3 -0.275 -1.904 -2.531  0.094
H4 -0.142 3.684 0.730  0.062
H5 -1.467 2.548 0.308  0.172
H6 -1.385 2.252 2.959  0.142
H7 0.381 2.629 2.842  0.082
H8 0.762 0.387 -3.377  0.094
H9 -0.347 1.445 -2.579  0.043
H10 -0.901 -0.058 -3.205  0.100
H11 1.635 -4.186 0.267  -0.100
H12 -0.227 -5.420 -0.405  -0.073


4.
The following is a DFT calculation (ωB97M-V/def2-TZVPD) of a cluster of 7 separate species, C39H45BBrF18NO17 in total.

* lowest unoccupied orbital energy: -1.3556 eV
* SMILES string: CNCC1=C(Br)C(=O)C(COc2ccccc2)=C(B(O)O)C1=O.CCOC(=O)C(F)(F)F.CCOC(=O)C(F)(F)F.CCOC(=O)C(F)(F)F.CCOC(=O)C(F)(F)F.CCOC(=O)C(F)(F)F.CCOC(=O)C(F)(F)F

Last column: Löwdin charge in e.
Element x y z (Å)
C1 4.067 1.457 -4.588  -0.122
N1 5.092 1.092 -3.607  -0.113
C2 6.025 2.181 -3.286  -0.183
C3 5.321 3.488 -3.065  -0.171
C4 4.325 3.718 -2.212  -0.541
Br1 3.639 2.422 -1.043  0.877
C5 3.738 5.081 -2.137  -0.366
O1 3.276 5.542 -1.120  0.096
C6 3.788 5.882 -3.395  -0.084
C7 2.702 6.898 -3.627  -0.101
O2 2.014 6.653 -4.843  -0.043
C8 1.053 5.662 -4.754  -0.269
C9 1.356 4.351 -4.449  0.006
C10 0.352 3.403 -4.394  -0.058
C11 -0.954 3.770 -4.662  -0.079
C12 -1.256 5.085 -4.971  -0.073
C13 -0.254 6.032 -5.016  -0.002
C14 4.801 5.686 -4.239  0.053
B1 5.005 6.514 -5.578  -0.598
O3 4.555 6.014 -6.765  0.200
O4 5.633 7.740 -5.541  0.175
C15 5.803 4.655 -3.882  -0.287
O5 6.960 4.730 -4.226  0.145
H1 4.394 2.220 -5.305  0.093
H2 3.154 1.775 -4.086  0.043
H3 3.808 0.571 -5.163  0.072
H4 5.629 0.331 -3.998  0.103
H5 6.726 2.333 -4.110  0.118
H6 6.618 1.912 -2.411  0.128
H7 2.023 6.904 -2.776  0.139
H8 3.157 7.885 -3.705  0.149
H9 2.382 4.066 -4.252  0.100
H10 0.563 2.375 -4.168  0.072
H11 -1.721 3.010 -4.635  0.106
H12 -2.280 5.350 -5.187  0.106
H13 -0.482 7.056 -5.270  0.122
H14 3.729 5.529 -6.634  0.109
H15 6.526 7.703 -5.903  0.118
C16 -0.487 -3.520 -1.663  -0.061
C17 -1.267 -2.683 -2.649  -0.177
O6 -0.515 -1.511 -3.044  0.042
C18 0.392 -1.690 -3.986  -0.402
O7 0.663 -2.702 -4.561  0.174
C19 1.073 -0.342 -4.299  -0.531
F1 1.391 0.320 -3.181  0.149
F2 0.243 0.433 -5.021  0.153
F3 2.185 -0.522 -5.004  0.148
H16 -0.192 -2.922 -0.800  0.082
H17 -1.095 -4.355 -1.317  0.084
H18 0.417 -3.918 -2.118  0.065
H19 -2.178 -2.296 -2.200  0.122
H20 -1.546 -3.253 -3.534  0.127
C20 3.740 -8.067 -4.421  -0.058
C21 4.097 -8.406 -2.991  -0.193
O8 4.156 -7.219 -2.171  0.034
C22 2.997 -6.767 -1.721  -0.402
O9 1.913 -7.233 -1.912  0.170
C23 3.232 -5.523 -0.840  -0.546
F4 4.099 -4.679 -1.407  0.171
F5 3.726 -5.891 0.350  0.168
F6 2.086 -4.880 -0.642  0.166
H21 4.439 -7.334 -4.824  0.084
H22 3.778 -8.965 -5.037  0.083
H23 2.737 -7.646 -4.485  0.079
H24 5.092 -8.839 -2.929  0.125
H25 3.392 -9.113 -2.556  0.125
C24 -0.602 -3.355 5.216  -0.052
C25 -0.680 -4.648 4.434  -0.179
O10 -1.786 -4.635 3.501  0.023
C26 -1.583 -3.996 2.365  -0.401
O11 -0.596 -3.423 2.008  0.169
C27 -2.855 -4.106 1.500  -0.537
F7 -3.952 -3.890 2.235  0.155
F8 -2.948 -5.328 0.961  0.170
F9 -2.825 -3.217 0.511  0.167
H26 -1.543 -3.151 5.716  0.062
H27 0.186 -3.413 5.966  0.087
H28 -0.385 -2.515 4.557  0.082
H29 -0.880 -5.492 5.091  0.128
H30 0.246 -4.848 3.897  0.126
C28 3.770 5.662 2.086  -0.053
C29 2.535 5.043 2.694  -0.183
O12 2.635 4.956 4.136  0.034
C30 2.341 6.055 4.808  -0.409
O13 1.997 7.111 4.365  0.170
C31 2.460 5.780 6.322  -0.550
F10 3.575 5.100 6.611  0.165
F11 1.410 5.054 6.734  0.163
F12 2.475 6.920 7.005  0.172
H31 4.662 5.113 2.393  0.087
H32 3.695 5.638 1.002  0.045
H33 3.890 6.697 2.405  0.082
H34 2.412 4.015 2.360  0.122
H35 1.634 5.594 2.427  0.127
C32 -5.634 -1.782 9.807  -0.058
C33 -6.369 -2.940 9.170  -0.190
O14 -6.137 -2.987 7.744  0.035
C34 -5.009 -3.558 7.358  -0.402
O15 -4.163 -4.041 8.049  0.172
C35 -4.933 -3.560 5.818  -0.536
F13 -5.287 -2.374 5.306  0.167
F14 -5.761 -4.487 5.316  0.167
F15 -3.697 -3.838 5.415  0.163
H36 -5.910 -0.844 9.325  0.085
H37 -5.886 -1.720 10.865  0.084
H38 -4.556 -1.905 9.716  0.079
H39 -7.445 -2.824 9.274  0.126
H40 -6.085 -3.893 9.615  0.126
C36 -6.804 -2.982 2.169  -0.066
C37 -7.948 -2.178 2.742  -0.185
O16 -8.072 -0.899 2.083  0.037
C38 -8.720 -0.900 0.930  -0.404
O17 -9.217 -1.836 0.378  0.171
C39 -8.797 0.540 0.380  -0.551
F16 -7.620 1.165 0.483  0.167
F17 -9.705 1.240 1.075  0.166
F18 -9.160 0.531 -0.897  0.174
H41 -5.881 -2.408 2.218  0.073
H42 -6.674 -3.905 2.732  0.077
H43 -6.988 -3.236 1.126  0.084
H44 -7.768 -1.940 3.789  0.120
H45 -8.894 -2.714 2.676  0.127